{
  "formula": "C40H41N4OS",
  "method": "ωB97M-V/def2-TZVPD",
  "charge": 1,
  "total_energy_ha": -2241.10565,
  "orbital_gap_ev": 5.747,
  "largest_force_ev_per_a": 2.19,
  "homo_energy_ev": -10.1,
  "symbols": ["C", "N", "C", "O", "C", "C", "C", "C", "C", "C", "C", "C", "N", "C", "C", "C", "C", "C", "C", "C", "C", "C", "C", "C", "C", "C", "C", "H", "H", "H", "H", "H", "H", "H", "H", "H", "H", "H", "H", "H", "H", "H", "H", "H", "H", "H", "H", "H", "H", "H", "H", "H", "H", "H", "C", "C", "C", "C", "C", "C", "C", "N", "C", "C", "C", "C", "C", "C", "S", "C", "N", "C", "C", "H", "H", "H", "H", "H", "H", "H", "H", "H", "H", "H", "H", "H", "H"],
  "positions_angstrom": [[1.60, -3.17, 5.34], [0.87, -2.77, 4.17], [-0.44, -3.11, 4.01], [-1.11, -3.80, 4.77], [-0.93, -2.46, 2.72], [-2.09, -1.48, 2.96], [-1.71, -0.41, 3.95], [-1.77, -0.69, 5.32], [-1.36, 0.26, 6.25], [-0.87, 1.50, 5.82], [-0.87, 1.80, 4.45], [-1.30, 0.86, 3.52], [0.27, -1.80, 2.22], [0.27, -1.18, 1.03], [1.33, -0.42, 0.55], [1.35, 0.24, -0.67], [2.46, 1.09, -1.03], [2.32, 2.11, -2.00], [3.40, 2.88, -2.43], [4.64, 2.75, -1.78], [4.79, 1.82, -0.75], [3.74, 0.97, -0.40], [1.43, -1.90, 3.13], [1.89, -0.56, 3.76], [3.36, -0.79, 4.13], [3.86, -2.04, 3.38], [2.70, -2.56, 2.53], [0.98, -3.86, 5.91], [2.54, -3.66, 5.06], [1.84, -2.30, 5.98], [-1.24, -3.27, 2.03], [-2.38, -1.04, 2.00], [-2.92, -2.08, 3.35], [-2.15, -1.67, 5.65], [-1.41, 0.02, 7.32], [-0.52, 2.23, 6.54], [-0.53, 2.78, 4.10], [-1.33, 1.09, 2.45], [-0.65, -1.26, 0.44], [2.19, -0.31, 1.22], [0.51, 0.13, -1.37], [1.31, 2.30, -2.40], [3.27, 3.58, -3.25], [5.48, 3.38, -2.08], [5.74, 1.74, -0.21], [3.90, 0.21, 0.37], [1.77, 0.25, 3.03], [1.26, -0.32, 4.63], [3.97, 0.09, 3.87], [3.46, -0.93, 5.21], [4.72, -1.80, 2.75], [4.19, -2.81, 4.09], [2.59, -3.66, 2.56], [2.79, -2.25, 1.48], [-3.59, -4.00, -3.21], [-3.54, -3.53, -1.89], [-3.07, -2.23, -1.62], [-2.68, -1.42, -2.69], [-2.39, 0.07, -2.54], [-3.39, 0.83, -3.41], [-2.96, 2.25, -3.69], [-1.61, 2.18, -4.23], [-1.08, 3.11, -5.10], [0.24, 2.80, -5.46], [0.93, 3.66, -6.32], [0.29, 4.83, -6.76], [-1.03, 5.13, -6.38], [-1.75, 4.24, -5.57], [0.77, 1.31, -4.72], [-0.74, 1.21, -3.78], [-0.97, 0.34, -2.86], [-2.65, -1.92, -3.99], [-3.14, -3.20, -4.26], [-3.98, -5.00, -3.41], [-3.87, -4.16, -1.06], [-3.01, -1.84, -0.59], [-2.54, 0.40, -1.50], [-3.52, 0.32, -4.37], [-4.36, 0.81, -2.91], [-3.61, 2.71, -4.44], [-2.98, 2.85, -2.77], [1.94, 3.39, -6.61], [0.82, 5.51, -7.42], [-1.51, 6.05, -6.72], [-2.79, 4.41, -5.30], [-2.26, -1.30, -4.81], [-3.18, -3.55, -5.29]]
}

---

{
  "formula": "C40H41N6O4PSc",
  "method": "ωB97M-V/def2-TZVPD",
  "charge": 1,
  "total_energy_ha": -3280.33728,
  "orbital_gap_ev": 7.781,
  "largest_force_ev_per_a": 0.31,
  "homo_energy_ev": -10.3,
  "symbols": ["Sc", "C", "N", "C", "C", "C", "C", "C", "C", "N", "C", "C", "C", "C", "C", "C", "N", "C", "C", "C", "C", "C", "N", "H", "H", "H", "H", "H", "H", "H", "H", "H", "H", "H", "H", "H", "H", "H", "H", "H", "H", "N", "C", "C", "C", "C", "C", "C", "C", "C", "C", "C", "C", "C", "H", "H", "H", "H", "H", "H", "H", "H", "H", "H", "C", "P", "C", "C", "H", "H", "H", "H", "H", "H", "H", "H", "H", "O", "C", "O", "C", "C", "C", "C", "C", "C", "N", "O", "O", "H", "H", "H", "H"],
  "positions_angstrom": [[-0.47, 0.16, 0.16], [-0.34, 2.72, -2.07], [-0.68, 1.26, -2.13], [0.17, 0.67, -3.20], [0.11, -0.83, -3.46], [1.26, -1.45, -3.93], [1.24, -2.80, -4.20], [0.06, -3.51, -3.99], [-1.04, -2.81, -3.55], [-1.03, -1.50, -3.29], [-2.10, 1.19, -2.52], [-2.99, 1.69, -1.41], [-4.18, 2.36, -1.68], [-4.96, 2.80, -0.63], [-4.51, 2.59, 0.67], [-3.32, 1.93, 0.85], [-2.57, 1.47, -0.16], [0.30, 3.21, -0.79], [1.07, 4.37, -0.82], [1.51, 4.91, 0.38], [1.17, 4.26, 1.56], [0.44, 3.09, 1.49], [0.02, 2.57, 0.33], [0.28, 3.00, -2.92], [-1.26, 3.30, -2.18], [-0.06, 1.18, -4.15], [1.21, 0.91, -2.96], [2.17, -0.88, -4.05], [2.13, -3.31, -4.54], [0.00, -4.57, -4.17], [-1.99, -3.32, -3.37], [-2.27, 1.79, -3.43], [-2.35, 0.16, -2.78], [-4.48, 2.52, -2.71], [-5.89, 3.32, -0.82], [-5.07, 2.94, 1.52], [-2.92, 1.75, 1.84], [1.31, 4.85, -1.76], [2.11, 5.81, 0.40], [1.49, 4.64, 2.53], [0.21, 2.53, 2.38], [-2.11, -1.31, -0.52], [-2.20, -2.70, -0.15], [-3.47, -3.18, 0.16], [-3.68, -4.50, 0.50], [-2.59, -5.36, 0.48], [-1.33, -4.88, 0.15], [-1.08, -3.54, -0.14], [0.32, -3.05, -0.41], [1.36, -3.99, -0.48], [2.66, -3.62, -0.75], [2.96, -2.29, -0.97], [1.95, -1.36, -0.86], [0.61, -1.68, -0.57], [-1.85, -1.28, -1.51], [-3.03, -0.90, -0.43], [-4.31, -2.49, 0.13], [-4.67, -4.86, 0.75], [-2.72, -6.41, 0.71], [-0.53, -5.60, 0.16], [1.18, -5.04, -0.30], [3.44, -4.38, -0.79], [3.98, -1.98, -1.20], [2.23, -0.32, -1.01], [-3.26, -0.90, 3.02], [-1.48, -0.61, 2.69], [-0.73, -2.23, 3.07], [-1.00, 0.39, 4.13], [-3.40, -1.45, 3.95], [-3.69, -1.50, 2.21], [-3.80, 0.04, 3.09], [-0.96, -2.52, 4.10], [0.35, -2.14, 2.95], [-1.12, -2.98, 2.39], [-1.25, -0.11, 5.07], [-1.51, 1.36, 4.11], [0.08, 0.53, 4.10], [1.99, -0.15, 3.24], [2.09, 0.40, 2.16], [1.18, 0.38, 1.24], [3.33, 1.21, 1.85], [3.49, 1.82, 0.61], [4.61, 2.59, 0.35], [5.55, 2.75, 1.36], [5.41, 2.15, 2.60], [4.29, 1.38, 2.84], [6.74, 3.58, 1.09], [6.80, 4.15, 0.02], [7.56, 3.68, 1.98], [2.74, 1.69, -0.15], [4.77, 3.08, -0.60], [6.17, 2.29, 3.35], [4.14, 0.89, 3.79]]
}

---

{
  "formula": "C40H42N7P2PtTe",
  "method": "ωB97M-V/def2-TZVPD",
  "charge": 3,
  "total_energy_ha": -3001.74060,
  "orbital_gap_ev": [5.194, 5.191],
  "largest_force_ev_per_a": 3.13,
  "homo_energy_ev": [-16.3, -16.3],
  "symbols": ["Pt", "Te", "C", "C", "C", "N", "C", "C", "C", "P", "C", "C", "C", "C", "C", "C", "C", "C", "C", "C", "C", "C", "P", "C", "C", "C", "C", "C", "C", "C", "C", "C", "C", "C", "C", "H", "H", "H", "H", "H", "H", "H", "H", "H", "H", "H", "H", "H", "H", "H", "H", "H", "H", "H", "H", "H", "H", "H", "H", "C", "C", "C", "C", "N", "C", "N", "N", "N", "H", "H", "H", "H", "H", "H", "H", "H", "H", "H", "C", "C", "C", "C", "N", "N", "C", "H", "H", "H", "H", "H", "H", "H", "H"],
  "positions_angstrom": [[0.04, -0.76, 1.28], [1.12, 1.23, -2.29], [0.49, 3.21, -2.87], [0.92, 4.29, -2.12], [0.49, 5.56, -2.50], [-0.27, 5.73, -3.54], [-0.68, 4.73, -4.29], [-0.31, 3.42, -3.99], [-0.64, 0.74, -1.23], [-1.00, 1.26, 0.49], [0.03, 2.68, 0.91], [-0.51, 3.93, 1.20], [0.34, 4.96, 1.57], [1.71, 4.75, 1.68], [2.23, 3.48, 1.45], [1.40, 2.45, 1.07], [-2.67, 1.93, 0.20], [-2.80, 2.83, -0.86], [-4.00, 3.46, -1.08], [-5.09, 3.19, -0.27], [-4.98, 2.27, 0.77], [-3.77, 1.63, 1.01], [-0.86, -1.06, -1.20], [-2.45, -1.35, -0.34], [-3.65, -0.94, -0.92], [-4.85, -1.26, -0.30], [-4.85, -1.98, 0.88], [-3.66, -2.37, 1.47], [-2.46, -2.06, 0.86], [-1.30, -1.50, -2.91], [-1.49, -0.55, -3.91], [-1.92, -0.96, -5.16], [-2.14, -2.30, -5.42], [-1.95, -3.25, -4.42], [-1.54, -2.85, -3.16], [1.58, 4.17, -1.27], [0.80, 6.45, -1.96], [-1.29, 4.98, -5.14], [-0.63, 2.62, -4.64], [-1.57, 4.10, 1.12], [-0.08, 5.93, 1.81], [2.36, 5.56, 1.95], [3.29, 3.30, 1.58], [1.78, 1.44, 0.93], [-1.94, 3.03, -1.49], [-4.10, 4.18, -1.89], [-6.03, 3.68, -0.45], [-5.83, 2.05, 1.39], [-3.67, 0.92, 1.81], [-3.64, -0.39, -1.85], [-5.78, -0.95, -0.76], [-5.79, -2.27, 1.33], [-3.67, -2.95, 2.38], [-1.51, -2.44, 1.29], [-1.36, 0.50, -3.69], [-2.10, -0.22, -5.93], [-2.48, -2.61, -6.39], [-2.11, -4.30, -4.62], [-1.39, -3.58, -2.37], [5.63, -4.58, 0.47], [4.74, -4.90, -0.72], [4.67, -3.74, -1.71], [3.33, -5.34, -0.27], [2.62, -4.24, 0.33], [1.75, -3.37, -0.20], [1.46, -2.47, 0.73], [2.18, -2.83, 1.80], [2.86, -3.86, 1.57], [6.63, -4.34, 0.13], [5.69, -5.43, 1.15], [5.25, -3.72, 1.04], [5.16, -5.77, -1.24], [4.29, -2.83, -1.24], [4.04, -3.99, -2.56], [5.66, -3.52, -2.09], [3.42, -6.12, 0.49], [2.75, -5.70, -1.12], [1.36, -3.40, -1.20], [3.64, -0.80, 5.48], [2.42, -0.33, 4.82], [1.52, 0.68, 5.15], [0.50, 0.64, 4.21], [0.77, -0.34, 3.32], [1.93, -0.91, 3.71], [-0.71, 1.49, 4.15], [3.89, -0.16, 6.33], [4.49, -0.81, 4.79], [3.52, -1.82, 5.84], [1.59, 1.36, 5.98], [2.26, -1.75, 3.22], [-0.92, 1.88, 5.14], [-1.58, 0.92, 3.81], [-0.57, 2.33, 3.48]]
}

---

{
  "formula": "C40H43AlF5N2OSSi",
  "method": "ωB97M-V/def2-TZVPD",
  "charge": 1,
  "total_energy_ha": -3164.20849,
  "orbital_gap_ev": 6.587,
  "largest_force_ev_per_a": 0.25,
  "homo_energy_ev": -10.0,
  "symbols": ["Al", "C", "C", "C", "C", "C", "C", "C", "N", "C", "C", "C", "C", "C", "C", "C", "N", "C", "C", "C", "C", "H", "H", "H", "H", "H", "H", "H", "H", "H", "H", "H", "H", "H", "H", "H", "H", "H", "H", "H", "H", "H", "H", "H", "H", "F", "C", "C", "F", "C", "F", "C", "S", "C", "F", "C", "F", "C", "Si", "C", "C", "C", "C", "C", "C", "C", "H", "H", "H", "H", "H", "H", "H", "H", "H", "H", "H", "C", "C", "O", "C", "C", "C", "C", "C", "C", "H", "H", "H", "H", "H", "H", "H", "H"],
  "positions_angstrom": [[-1.39, -0.07, 0.42], [1.48, -6.47, 1.00], [1.98, -5.32, 1.88], [1.77, -5.67, 3.36], [3.47, -5.12, 1.62], [1.18, -4.07, 1.57], [-0.21, -4.07, 1.67], [-0.94, -2.94, 1.39], [-0.36, -1.78, 1.01], [0.98, -1.76, 0.93], [1.76, -2.86, 1.19], [1.53, -0.42, 0.62], [2.85, -0.17, 0.30], [3.28, 1.14, 0.09], [2.33, 2.14, 0.25], [1.03, 1.82, 0.54], [0.62, 0.56, 0.72], [4.70, 1.46, -0.35], [5.68, 0.33, 0.00], [4.67, 1.64, -1.88], [5.20, 2.75, 0.31], [2.06, -7.37, 1.21], [1.59, -6.23, -0.06], [0.43, -6.70, 1.19], [2.36, -6.55, 3.62], [0.72, -5.89, 3.58], [2.09, -4.85, 4.01], [4.00, -6.06, 1.83], [3.90, -4.36, 2.27], [3.68, -4.85, 0.58], [-0.75, -4.96, 1.98], [-2.02, -2.94, 1.43], [2.83, -2.77, 1.12], [3.54, -1.00, 0.20], [2.59, 3.18, 0.12], [0.27, 2.58, 0.63], [5.47, -0.58, -0.57], [5.65, 0.09, 1.06], [6.69, 0.63, -0.24], [4.33, 0.73, -2.38], [5.67, 1.87, -2.24], [4.00, 2.46, -2.16], [5.11, 2.70, 1.40], [4.65, 3.63, -0.04], [6.25, 2.91, 0.06], [-6.43, -0.86, 4.91], [-5.72, -0.98, 3.79], [-4.36, -0.76, 3.81], [-3.74, -0.42, 4.94], [-3.64, -0.89, 2.64], [-2.30, -0.66, 2.70], [-4.22, -1.23, 1.42], [-3.32, -1.34, -0.08], [-5.59, -1.45, 1.44], [-6.23, -1.77, 0.32], [-6.34, -1.33, 2.60], [-7.65, -1.55, 2.58], [-4.38, 2.00, 0.64], [-2.52, 2.10, 0.93], [-2.24, 2.70, 2.70], [-1.95, 3.50, -0.24], [-2.49, 3.57, -1.52], [-2.13, 4.59, -2.40], [-1.22, 5.55, -2.02], [-0.68, 5.51, -0.74], [-1.05, 4.50, 0.14], [-4.80, 3.00, 0.64], [-4.86, 1.44, 1.44], [-4.63, 1.51, -0.30], [-2.59, 3.73, 2.81], [-1.19, 2.67, 3.00], [-2.79, 2.08, 3.40], [-3.22, 2.84, -1.85], [-2.58, 4.62, -3.39], [-0.94, 6.35, -2.70], [0.01, 6.28, -0.41], [-0.65, 4.51, 1.15], [-1.79, -1.48, -3.11], [-1.07, -0.27, -2.64], [-0.84, -0.12, -1.42], [-0.60, 0.75, -3.58], [-0.79, 0.60, -4.96], [-0.32, 1.56, -5.83], [0.34, 2.68, -5.34], [0.53, 2.84, -3.97], [0.06, 1.88, -3.09], [-2.02, -2.14, -2.28], [-1.18, -2.00, -3.85], [-2.72, -1.19, -3.61], [-1.31, -0.27, -5.35], [-0.48, 1.45, -6.89], [0.71, 3.43, -6.02], [1.03, 3.72, -3.59], [0.18, 2.01, -2.03]]
}

---

{
  "formula": "C40H43FFeN10O7S",
  "method": "ωB97M-V/def2-TZVPD",
  "charge": 0,
  "total_energy_ha": -4385.89896,
  "orbital_gap_ev": [3.638, 3.601],
  "spin_multiplicity": 5,
  "largest_force_ev_per_a": 0.67,
  "homo_energy_ev": [-5.4, -5.4],
  "symbols": ["Fe", "S", "C", "N", "N", "C", "C", "C", "C", "C", "C", "N", "N", "C", "C", "C", "C", "C", "C", "H", "H", "H", "H", "H", "H", "H", "H", "H", "H", "H", "C", "C", "N", "C", "C", "C", "O", "O", "C", "O", "C", "C", "C", "F", "C", "C", "C", "N", "C", "C", "N", "C", "C", "H", "H", "H", "H", "H", "H", "H", "H", "H", "H", "H", "H", "H", "H", "H", "H", "H", "H", "O", "N", "N", "O", "C", "C", "C", "C", "C", "C", "H", "H", "H", "H", "H", "O", "C", "O", "C", "N", "C", "C", "C", "H", "H", "H", "H", "H", "H", "H", "H", "H"],
  "positions_angstrom": [[-0.02, -0.45, 0.00], [-0.49, -0.69, -2.36], [0.51, 0.44, -3.22], [0.79, 0.23, -4.46], [1.71, 1.08, -5.05], [3.00, 1.29, -4.62], [3.54, 0.66, -3.50], [4.85, 0.89, -3.14], [5.67, 1.74, -3.87], [5.14, 2.36, -5.00], [3.82, 2.13, -5.37], [1.10, 1.63, -2.66], [0.57, 2.09, -1.64], [1.20, 3.30, -1.21], [0.46, 4.16, -0.42], [1.00, 5.36, 0.01], [2.31, 5.68, -0.33], [3.06, 4.81, -1.10], [2.52, 3.62, -1.55], [1.56, 1.15, -6.05], [2.93, -0.02, -2.91], [5.24, 0.39, -2.26], [6.69, 1.92, -3.58], [5.75, 3.02, -5.59], [3.42, 2.63, -6.25], [-0.54, 3.86, -0.14], [0.42, 6.03, 0.62], [2.74, 6.62, 0.01], [4.08, 5.06, -1.36], [3.09, 2.93, -2.16], [-4.68, -2.49, 5.88], [-3.44, -3.34, 5.62], [-2.51, -2.71, 4.71], [-2.70, -2.88, 3.36], [-1.94, -2.35, 2.39], [-2.37, -2.49, 0.93], [-3.31, -3.26, 0.71], [-1.78, -1.73, 0.12], [-0.77, -1.60, 2.78], [0.17, -1.29, 2.05], [-0.75, -1.17, 4.19], [0.09, -0.13, 4.54], [0.13, 0.31, 5.83], [0.89, 1.38, 6.16], [-0.64, -0.31, 6.83], [-1.50, -1.34, 6.47], [-1.61, -1.75, 5.13], [-0.54, 0.04, 8.21], [-1.75, 0.35, 8.94], [-1.64, -0.33, 10.32], [-0.17, -0.56, 10.55], [0.59, 0.69, 10.24], [0.57, 0.85, 8.70], [-5.36, -3.00, 6.57], [-5.22, -2.32, 4.95], [-4.42, -1.52, 6.30], [-3.72, -4.30, 5.19], [-2.92, -3.57, 6.56], [-3.54, -3.50, 3.07], [0.67, 0.35, 3.76], [-2.10, -1.82, 7.24], [-2.63, -0.02, 8.42], [-1.88, 1.43, 9.07], [-2.13, -1.30, 10.36], [-2.01, 0.30, 11.13], [0.10, -1.24, 9.83], [0.02, -0.94, 11.48], [1.60, 0.59, 10.63], [0.09, 1.50, 10.75], [1.50, 0.49, 8.27], [0.47, 1.91, 8.46], [2.01, -0.50, -0.20], [2.79, 0.11, 0.60], [2.17, 0.93, 1.38], [0.89, 1.12, 1.35], [2.95, 1.68, 2.31], [2.35, 2.76, 2.94], [3.08, 3.50, 3.86], [4.39, 3.16, 4.15], [4.98, 2.08, 3.51], [4.27, 1.33, 2.59], [1.33, 3.00, 2.69], [2.61, 4.35, 4.34], [4.95, 3.74, 4.87], [6.00, 1.81, 3.74], [4.72, 0.49, 2.09], [-2.40, 1.00, 2.38], [-2.64, 1.22, 1.23], [-1.81, 0.93, 0.23], [-3.97, 1.77, 0.73], [-3.95, 1.95, -0.72], [-5.03, 1.15, -1.32], [-6.02, 0.89, -0.18], [-5.08, 0.74, 1.01], [-4.16, 2.71, 1.25], [-2.25, 1.18, -0.62], [-4.01, 2.92, -0.98], [-4.62, 0.20, -1.69], [-5.47, 1.67, -2.17], [-6.63, 0.01, -0.35], [-6.68, 1.75, -0.05], [-4.66, -0.27, 1.02], [-5.56, 0.91, 1.98]]
}